Entry 1:
{"formula": "C22H22N3OTa", "method": "wB97M-V/def2-TZVPD", "gap_ev": 6.23, "energy_ha": -1147.49720, "charge": 2, "symbols": ["Ta", "O", "N", "N", "N", "C", "C", "C", "C", "C", "C", "C", "C", "C", "C", "C", "C", "C", "C", "C", "C", "C", "C", "C", "C", "C", "C", "H", "H", "H", "H", "H", "H", "H", "H", "H", "H", "H", "H", "H", "H", "H", "H", "H", "H", "H", "H", "H", "H"], "positions_angstrom": [[-0.201660, -1.742209, -0.742461], [-1.060873, -0.876798, 3.157350], [-2.243194, -2.021600, 0.050811], [-0.007100, -1.283003, 1.151589], [1.952909, -1.520402, -0.448431], [0.881320, 2.848172, 2.130135], [-0.322517, 1.364034, -1.765554], [3.683469, -0.882146, 1.052995], [1.790200, 2.832532, 1.083380], [-1.117929, -1.240884, 2.021603], [-0.780570, 1.901231, 0.670665], [-3.563271, -1.835758, 2.035189], [-4.557422, -2.574048, -0.017363], [-0.398770, -0.127128, -1.644685], [-1.698598, 1.922048, -2.171309], [0.121150, 1.891864, -0.395620], [1.414190, 2.353968, -0.168285], [1.248960, -0.806843, 1.733692], [4.628446, -1.139499, 0.078787], [0.681013, 1.684523, -2.885181], [-3.329026, -2.425078, -0.630870], [2.344601, -1.084384, 0.762343], [-2.370414, -1.726199, 1.360548], [4.218510, -1.579606, -1.179089], [2.877301, -1.743398, -1.411225], [-4.678569, -2.277006, 1.332420], [-0.409337, 2.375708, 1.919418], [-5.405599, -2.908445, -0.597389], [2.511008, -2.050765, -2.384668], [1.652951, 1.220746, -2.713996], [-3.209348, -2.626634, -1.688928], [0.820248, 2.762872, -2.962053], [-2.484378, 1.638738, -1.473402], [-1.651783, 3.010141, -2.207903], [-3.599664, -1.576196, 3.084375], [2.791471, 3.216891, 1.228969], [0.298265, 1.327786, -3.841788], [1.422638, -1.307291, 2.688273], [2.137594, 2.384755, -0.971486], [1.181781, 0.268256, 1.931172], [-0.774143, -0.719707, -2.544897], [4.930773, -1.779088, -1.966301], [-5.633580, -2.379003, 1.830250], [-1.130608, 2.391573, 2.726059], [3.969127, -0.526694, 2.033675], [5.679990, -0.993534, 0.287097], [1.166768, 3.239330, 3.097461], [-1.798582, 1.556865, 0.526945], [-1.977725, 1.561315, -3.162332]], "forces_ev_per_a": [[-0.035, -0.041, 0.112], [0.026, -0.018, -0.004], [-0.010, -0.005, -0.001], [0.016, -0.030, -0.069], [0.021, 0.029, 0.033], [0.011, 0.000, -0.008], [0.008, -0.001, -0.063], [0.017, 0.000, -0.017], [-0.016, -0.001, 0.016], [-0.057, 0.013, -0.014], [0.008, -0.008, 0.016], [0.001, 0.002, 0.004], [-0.009, -0.002, 0.000], [-0.022, 0.018, 0.055], [-0.004, -0.004, 0.007], [0.003, 0.003, 0.008], [-0.003, 0.013, -0.012], [-0.058, 0.021, -0.010], [0.001, 0.006, 0.022], [0.010, -0.009, 0.002], [0.016, 0.003, 0.004], [0.067, -0.017, -0.023], [0.017, -0.001, -0.025], [-0.019, -0.004, -0.011], [0.004, -0.001, -0.014], [-0.003, 0.001, 0.003], [-0.005, -0.003, -0.003], [0.004, -0.002, -0.005], [0.002, -0.003, -0.003], [0.002, 0.008, -0.003], [-0.005, 0.001, -0.003], [-0.001, 0.001, 0.000], [-0.007, 0.009, 0.008], [0.005, 0.001, 0.003], [0.001, 0.001, 0.000], [0.001, 0.002, -0.002], [-0.002, -0.001, 0.000], [-0.001, 0.003, 0.003], [-0.002, -0.003, 0.003], [0.003, 0.002, 0.013], [0.013, 0.018, -0.010], [-0.006, -0.001, -0.005], [0.001, 0.001, 0.002], [0.003, -0.001, 0.003], [-0.002, 0.000, 0.001], [-0.002, 0.001, 0.002], [0.001, -0.001, 0.000], [-0.004, 0.010, -0.014], [0.009, -0.004, -0.002]], "nbo_charge": [1.9575, -0.4688, -0.5568, -0.6833, -0.5750, -0.2087, -0.1449, -0.2158, -0.2185, 0.6587, -0.2329, -0.1680, -0.2044, -0.4551, -0.5932, -0.0420, -0.1768, -0.2849, -0.0813, -0.5994, 0.0680, 0.2711, 0.1163, -0.2205, 0.0510, -0.0847, -0.2006, 0.2675, 0.2188, 0.2080, 0.2213, 0.2478, 0.2112, 0.2480, 0.2788, 0.2341, 0.2251, 0.2658, 0.2168, 0.2821, 0.2115, 0.2650, 0.2636, 0.2368, 0.2594, 0.2594, 0.2410, 0.2108, 0.2202]}

Entry 2:
{"formula": "C22H22N4O2", "method": "wB97M-V/def2-TZVPD", "gap_ev": 8.08, "energy_ha": -1220.95712, "symbols": ["O", "O", "N", "N", "N", "N", "C", "C", "C", "C", "C", "C", "C", "C", "C", "C", "C", "C", "C", "C", "C", "C", "C", "C", "C", "C", "C", "C", "H", "H", "H", "H", "H", "H", "H", "H", "H", "H", "H", "H", "H", "H", "H", "H", "H", "H", "H", "H", "H", "H"], "positions_angstrom": [[0.793355, -2.048427, 2.239314], [-3.367156, -4.022564, 4.623418], [-3.197467, -4.480367, 2.486492], [-0.988177, 2.788343, -5.820877], [3.183333, 2.167849, 2.734520], [0.476733, -0.187374, 0.848082], [0.457028, 2.996046, -5.495919], [2.206076, 1.368925, 2.191505], [0.831734, 2.225525, -1.963253], [-1.116597, 1.921933, -3.452512], [3.907636, 1.663820, 3.781894], [0.602114, 3.549783, -4.115094], [3.667176, 0.426202, 4.208636], [-1.319106, -3.508843, 3.610769], [-2.603112, -4.222237, 3.705787], [-1.068987, 0.750577, -1.324935], [-2.302051, -3.945890, 1.384059], [-1.441105, -2.911131, 2.055963], [1.541533, 1.862012, 1.135099], [1.938388, 0.052089, 2.644271], [-1.828015, 1.912044, -4.889164], [0.059980, 2.551692, -3.077462], [2.670203, -0.418233, 3.709099], [0.178873, 1.379174, -0.995283], [1.048623, -0.721037, 1.913551], [-1.562784, 0.912867, -2.613075], [0.752809, 1.044425, 0.417936], [-0.018547, -2.926051, 1.471880], [4.776477, 2.290163, 4.179329], [-1.267234, -2.673711, 4.267806], [1.786615, 2.701490, -1.805851], [-0.040639, -2.659806, 0.392768], [-1.771308, -1.939308, 1.950952], [-0.527998, -4.229237, 3.744265], [1.700641, 2.797410, 0.697815], [0.435026, -3.860818, 1.577432], [-1.680363, 0.242859, -0.561136], [-1.466619, 3.616952, -6.044016], [-4.221834, -4.352004, 2.550503], [2.531047, -1.432921, 4.138292], [-2.812563, -3.524852, 0.446598], [0.096147, 4.455057, -4.087694], [-2.866017, 2.278335, -4.781622], [0.886548, 1.992860, -5.544319], [-2.462613, 0.483696, -2.997556], [1.706394, 3.679958, -3.931402], [-1.686634, -4.754185, 1.048706], [4.267915, 0.050392, 5.033408], [-1.819956, 0.984480, -5.443357], [0.934479, 3.672037, -6.245619]], "forces_ev_per_a": [[1.243, 1.896, 0.517], [-0.020, -1.229, 1.984], [0.898, -0.219, -1.537], [-0.125, -1.071, 0.192], [0.709, -0.635, 1.655], [-0.328, -2.685, 0.738], [-1.669, -0.491, -0.694], [2.360, 0.199, 2.792], [-2.647, -1.078, 1.445], [-0.388, -2.509, -0.823], [-0.105, 3.658, -3.239], [2.504, -2.070, 0.978], [-0.481, -3.940, 2.358], [0.219, 0.396, -3.113], [-3.382, 3.072, -0.387], [0.925, 0.708, 0.101], [-1.985, 0.336, -0.408], [3.083, -3.485, 1.618], [-1.252, 0.711, -2.705], [0.657, -0.089, 0.696], [2.856, 2.739, 0.417], [1.079, 1.471, -2.120], [1.458, -0.016, 1.218], [-0.107, -0.361, 0.731], [-2.401, -0.570, -2.638], [-0.646, 1.199, 0.523], [-0.990, -0.095, -2.091], [-1.358, 2.136, -1.011], [-1.519, -0.822, -0.592], [0.022, 0.123, 0.909], [0.094, -0.052, 0.150], [0.184, 0.113, 0.596], [-1.135, 2.042, 0.441], [0.851, 0.225, -0.240], [0.632, 1.519, 0.003], [0.621, -1.585, 0.191], [0.817, -0.073, -0.480], [-0.389, 1.241, -0.150], [1.127, -0.149, -0.460], [0.059, 0.887, -0.489], [0.222, -0.724, 1.586], [-0.791, 1.928, 0.357], [0.601, 0.015, -0.273], [0.420, 0.161, -0.149], [-0.574, -0.920, 0.470], [-0.999, 0.289, 0.064], [0.377, -0.647, -0.338], [-0.048, -0.036, -0.055], [-0.134, -0.845, 0.895], [-0.545, -0.668, 0.365]], "nbo_charge": [-0.5132, -0.5942, -0.6381, -0.6530, -0.3981, -0.5112, -0.2083, 0.1788, -0.1668, -0.0310, 0.0493, -0.4308, -0.2835, -0.4908, 0.6507, -0.1972, -0.2275, -0.2258, -0.2627, -0.1956, -0.2402, -0.0302, -0.0983, -0.0472, 0.5733, -0.1961, 0.2231, -0.0499, 0.2105, 0.2487, 0.2158, 0.2025, 0.2189, 0.2246, 0.2288, 0.1842, 0.2271, 0.3534, 0.4152, 0.2376, 0.2172, 0.2086, 0.2092, 0.1892, 0.2006, 0.1998, 0.1888, 0.2158, 0.2116, 0.2064]}

Going through the records in order, we get energy relative to the best compared isomer or geometry (same formula, charge and spin) values of 0.054; 3.965 eV.